DFT (wB97M-V/def2-TZVPD) results for a cluster of 3 separate species, C36H45FN2O7PS2 in total at a distorted geometry.

Properties
DFT total energy (Eh): -3272.3555
Highest occupied orbital energy (eV): -10.5
Net charge: +1

Each line ends with the Löwdin charge.
Cartesian coordinates (Å):
C: 4.091649 -0.092811 2.309503  -0.034
C: 4.206579 0.055094 0.803939  -0.447
F: 3.083837 0.622286 0.260705  -0.004
P: 4.524560 -1.540328 -0.087888  1.040
C: 5.263183 -2.823785 0.956262  -0.139
C: 2.902691 -2.131831 -0.633654  -0.280
C: 1.994899 -2.598774 0.525663  -0.286
C: 0.814305 -1.667181 0.773457  -0.476
S: -0.131987 -1.572453 -0.771025  0.891
C: -1.837498 -1.212173 -0.263424  -1.057
S: -2.797994 -2.459480 0.078458  0.758
N: -2.350759 0.111485 -0.191096  -0.093
C: -2.342237 0.660689 1.148836  -0.261
C: -3.583761 0.953335 1.694066  0.008
C: -3.693970 1.445996 2.984731  -0.038
C: -2.557561 1.663065 3.754048  -0.056
C: -1.309260 1.403623 3.188256  -0.068
C: -1.199145 0.906011 1.894462  -0.034
C: -1.920015 0.976788 -1.237802  -0.243
C: -1.657502 2.332948 -1.059754  -0.007
C: -1.300701 3.122465 -2.144866  -0.072
C: -1.188228 2.603628 -3.430107  -0.081
C: -1.460258 1.250537 -3.613106  -0.076
C: -1.827111 0.470487 -2.530342  -0.078
C: 5.598894 -1.307214 -1.538056  -0.233
C: 5.920920 0.154487 -1.931131  -0.108
C: 7.201922 0.716759 -1.322196  -0.476
O: 7.808739 1.548225 -1.922003  0.137
N: 7.689657 0.204877 -0.107916  0.115
C: 8.369159 1.157856 0.744967  -0.251
C: 9.747561 1.268226 0.659655  -0.012
C: 10.441966 2.149710 1.478389  -0.056
C: 9.756257 2.951008 2.381839  -0.069
C: 8.374481 2.844384 2.474281  -0.069
C: 7.690681 1.945813 1.661025  -0.033
H: 4.970212 -0.614961 2.678219  0.084
H: 3.186570 -0.616222 2.597986  0.085
H: 4.110796 0.903833 2.735885  0.097
H: 5.032761 0.728703 0.587067  0.095
H: 4.841842 -2.774629 1.953473  0.056
H: 4.979352 -3.775557 0.515744  0.079
H: 6.343976 -2.728203 0.956421  0.068
H: 2.470785 -1.322612 -1.220304  0.076
H: 3.099475 -2.977933 -1.287607  0.107
H: 1.649429 -3.609499 0.337931  0.118
H: 2.551177 -2.660957 1.461621  0.092
H: 0.208962 -2.038724 1.592807  0.095
H: 1.217979 -0.696638 1.043832  0.040
H: -4.477830 0.793140 1.112215  0.117
H: -4.649363 1.653460 3.435218  0.090
H: -2.620377 2.031915 4.763773  0.108
H: -0.431906 1.607194 3.784131  0.100
H: -0.221886 0.728650 1.478152  0.093
H: -1.742118 2.819510 -0.101317  0.114
H: -1.118719 4.176614 -2.006242  0.106
H: -0.925420 3.212302 -4.279045  0.102
H: -1.398218 0.780052 -4.581295  0.104
H: -2.051159 -0.579305 -2.673820  0.097
H: 6.542363 -1.805641 -1.327104  0.099
H: 5.153982 -1.810898 -2.391300  0.105
H: 6.088173 0.211584 -2.999104  0.130
H: 5.125607 0.851882 -1.673104  0.120
H: 6.959865 -0.252067 0.424256  0.084
H: 10.293868 0.665549 -0.048277  0.120
H: 11.515481 2.219850 1.424278  0.110
H: 10.273517 3.654815 3.014015  0.108
H: 7.816345 3.451043 3.167640  0.106
H: 6.616471 1.888959 1.782401  0.093
C: -9.117611 -0.579638 0.301092  -0.018
C: -7.890177 -0.347880 1.159641  -0.304
C: -7.816142 -1.197613 2.409257  -0.085
O: -7.088429 -0.356725 3.316789  0.059
C: -7.293059 0.927003 2.939867  -0.578
O: -6.988248 1.875303 3.590638  0.147
O: -7.881155 0.981506 1.725337  0.087
H: -9.935805 0.063010 0.623748  0.100
H: -8.913129 -0.349411 -0.743376  0.065
H: -9.438279 -1.620161 0.347611  0.087
H: -6.980410 -0.457370 0.562910  0.147
H: -7.286011 -2.134504 2.256479  0.139
H: -8.799544 -1.407072 2.835907  0.142
C: -5.620557 0.130124 -4.303068  -0.012
C: -5.891188 -0.844878 -3.172107  -0.319
C: -5.769606 -2.303530 -3.550415  -0.093
O: -6.704045 -2.929563 -2.664303  0.069
C: -7.646316 -2.008401 -2.337616  -0.549
O: -8.659207 -2.251376 -1.769928  0.146
O: -7.261715 -0.772357 -2.740576  0.080
H: -6.532911 0.344786 -4.857469  0.094
H: -5.252803 1.075767 -3.905228  0.082
H: -4.865463 -0.252901 -4.990532  0.086
H: -5.261073 -0.609805 -2.309424  0.148
H: -4.770690 -2.703772 -3.389942  0.134
H: -6.072367 -2.499505 -4.582015  0.142

Forces on the atoms, in the same order (eV/Å):
0.2 0.1 -0.4
0.6 -0.1 0.5
-0.3 0.0 -0.2
-0.5 -0.6 -0.5
-0.3 0.5 -0.2
0.4 -0.2 0.3
-0.1 0.2 0.2
0.2 -0.1 0.0
0.1 0.4 -0.5
-0.8 -0.2 0.5
0.0 -0.1 0.2
1.9 0.2 -0.3
-1.0 0.0 0.2
-0.1 0.1 0.2
0.2 0.1 0.5
0.4 -0.3 -0.8
-0.3 0.1 0.2
0.1 0.0 0.1
-0.1 0.5 -0.2
0.0 0.2 0.0
0.0 0.0 -0.5
-0.2 -0.6 0.2
0.0 0.1 0.3
-0.1 -0.5 0.0
0.2 0.6 0.0
0.3 -0.4 0.6
0.3 -0.5 0.1
0.3 0.8 -0.4
-1.2 0.5 0.3
0.7 -0.1 0.1
0.3 0.0 0.0
-0.3 0.1 0.1
-0.3 -0.1 -0.1
0.2 -0.3 -0.3
-0.2 0.1 0.2
0.1 -0.1 0.2
-0.1 -0.1 0.1
-0.2 0.1 0.2
0.2 0.1 -0.1
0.1 0.0 0.2
0.1 -0.2 -0.1
0.1 0.0 0.2
-0.2 0.0 -0.1
0.1 0.0 -0.3
-0.1 -0.1 -0.2
0.1 0.0 0.1
-0.2 -0.1 0.0
-0.2 0.2 0.0
0.0 -0.1 -0.2
-0.3 0.0 -0.2
-0.1 0.1 0.1
0.2 -0.1 -0.1
0.1 0.0 -0.2
0.0 -0.2 0.2
0.0 0.1 0.2
0.1 0.2 0.0
0.0 0.1 -0.2
-0.1 -0.1 -0.2
0.0 -0.2 0.0
-0.2 -0.2 0.0
-0.1 0.0 -0.2
-0.2 0.0 -0.2
0.1 -0.2 0.0
0.0 -0.1 -0.1
0.1 0.0 -0.1
0.2 0.0 0.0
0.0 0.1 0.1
-0.1 -0.1 -0.2
0.0 0.5 0.0
-0.5 -0.1 -0.1
0.1 -0.1 0.0
-0.1 0.0 0.0
-0.1 0.0 -0.1
0.1 0.1 0.0
0.2 0.0 0.1
0.0 0.0 0.3
-0.1 0.1 0.3
0.1 0.1 0.0
0.1 0.0 0.1
0.1 0.1 0.1
0.0 0.1 -0.1
0.0 0.3 0.2
0.2 0.3 -0.4
0.1 -0.1 0.1
0.0 0.1 -0.1
0.2 -0.1 -0.1
0.1 -0.4 -0.5
0.0 -0.2 0.1
0.0 -0.2 -0.1
0.0 0.0 -0.1
0.0 -0.1 0.0
0.0 -0.1 0.0
-0.1 -0.1 0.1
0.0 0.1 0.0